Entry 1:
22
Properties=species:S:1:pos:R:3:forces:R:3 method="wB97M-V/def2-TZVPD" smiles="N[C@H]1C=CN=C[C@@H]1[NH+]1CC1" orbital_gap_ev=8.99 homo_energy_ev=-12.57 e_above_lowest_kcal_mol=117.5 max_force_ev_per_a=4.71 multiplicity=1 total_charge=+1 e_lumo_ev=-3.581
N -0.473566 2.212701 -0.089127 0.32 0.83 0.45
C -0.966102 0.968376 0.406338 2.15 -1.58 2.53
C -2.297560 0.533848 -0.074220 -0.21 -2.35 0.19
C -2.596451 -0.790135 -0.093661 -0.12 2.83 -0.69
N -1.705031 -1.757559 0.189211 2.76 -2.39 -0.20
C -0.458662 -1.609314 -0.063176 0.09 0.56 1.88
C 0.078333 -0.203855 -0.330663 -3.16 1.06 1.48
N 1.486957 0.092105 -0.260058 -0.54 1.77 0.52
C 2.543225 -0.878777 -0.573036 -0.34 0.78 1.84
C 2.232632 -0.456123 0.873217 -2.04 -3.99 -1.42
H -0.531342 3.014193 0.552193 0.10 -0.80 -0.05
H -1.112599 2.432397 -0.806291 -0.37 0.87 -1.47
H -1.003703 1.020782 1.595147 0.53 -0.58 -2.28
H -3.041373 1.228053 -0.336722 -0.85 0.99 -0.05
H -3.519892 -1.212808 -0.402350 -0.98 0.25 -0.17
H 0.227498 -2.449432 0.169047 -0.49 0.37 -0.33
H -0.290908 0.084372 -1.263794 -0.09 0.19 -2.24
H 1.721483 1.134310 -0.482304 -0.87 -2.14 0.41
H 3.272488 -0.393211 -1.177750 0.83 -0.36 -0.21
H 2.165404 -1.874998 -0.741807 0.27 0.05 -0.63
H 1.628070 -1.311916 1.392021 1.22 1.96 -0.83
H 2.641101 0.216993 1.517785 1.78 1.69 1.28



Entry 2:
22
Properties=species:S:1:pos:R:3:forces:R:3 method="wB97M-V/def2-TZVPD" orbital_gap_ev="6.16 / 8.63" homo_energy_ev="-12.45 / -14.07" e_above_lowest_kcal_mol=137.5 max_force_ev_per_a=5.72 multiplicity=1 total_charge=+1 e_lumo_ev="-6.284 / -5.436"
C -1.544147 -0.199151 0.344155 -2.47 -0.26 1.60
C 0.591737 -2.067091 0.160737 -0.15 3.41 -0.25
C 0.710113 0.758408 0.579192 -2.16 1.37 3.09
C 0.860290 -0.127383 1.765662 4.91 -1.84 -1.82
C -0.499102 0.502895 -0.168422 1.45 -1.09 -3.19
C -1.275495 2.472905 -1.313807 0.91 0.12 -5.65
C -0.617568 1.049683 -1.557790 0.35 1.40 0.47
N -2.512754 -0.558163 0.876156 0.39 -0.18 -0.30
N 1.054647 -1.533710 1.243210 -0.02 -0.37 1.68
N 0.854645 -3.218978 -0.317380 -1.28 -1.11 -3.05
H 0.679641 1.765610 1.034957 -0.15 0.10 -0.43
H 1.520484 0.726973 -0.044369 2.18 -0.07 -1.49
H 1.888421 0.068953 2.230299 -1.45 0.06 -0.50
H 0.205593 -0.224166 2.536845 -2.51 0.60 1.83
H -1.581728 2.963493 -2.372521 0.31 -1.52 2.40
H -0.766554 3.276174 -0.872198 1.28 0.41 1.14
H -2.040698 2.110318 -0.794457 -4.13 0.18 2.13
H 0.340505 1.250143 -1.950779 1.37 -0.23 -0.45
H -1.164142 0.460832 -2.300380 -0.28 0.11 0.60
H 1.419371 -2.103104 2.012193 0.17 -0.26 -0.49
H 0.548036 -3.475974 -1.301575 0.47 0.40 2.04
H 1.328705 -3.898667 0.210272 0.82 -1.24 0.63



Entry 3:
23
Properties=species:S:1:pos:R:3:forces:R:3 method="wB97M-V/def2-TZVPD" orbital_gap_ev="7.79 / 7.79" homo_energy_ev="-17.66 / -17.66" e_above_lowest_kcal_mol=126.7 max_force_ev_per_a=3.80 multiplicity=1 total_charge=+2 e_lumo_ev="-9.872 / -9.872"
C -2.735743 0.934688 -0.935376 -1.06 -0.07 -0.76
C 0.071066 -2.070618 0.083538 1.91 -1.41 -0.68
C 1.102847 0.148742 -0.293794 0.20 0.87 0.16
C -2.074536 1.688897 0.168410 -2.64 -0.23 1.43
C -1.343740 0.643863 0.908615 0.85 0.65 -1.11
C -1.910381 -0.643175 0.401585 -2.03 1.95 0.40
C 3.594313 0.375630 -0.133351 2.15 -0.20 -1.27
N -2.609989 -0.319305 -0.850960 0.09 -0.66 0.40
N -1.230612 -1.871794 0.269680 2.14 -0.33 0.22
N 1.214592 -1.278576 -0.160283 -3.49 1.22 0.87
N 2.220407 0.867036 -0.443933 -0.43 -1.47 0.76
H -3.411275 1.313662 -1.728687 0.81 0.21 0.52
H 0.306027 -3.185841 0.100860 -0.09 1.62 -0.24
H -1.415885 2.430729 -0.150396 1.14 1.65 -0.47
H -2.911934 2.273533 0.826995 1.95 -1.25 -1.02
H -0.681945 1.013699 1.699122 -0.27 -1.04 0.20
H -2.806050 -0.685423 1.175546 1.36 -0.47 -0.83
H 3.817088 -0.719660 -0.379272 -0.66 1.58 0.53
H 3.931742 0.675769 0.862412 -0.79 -0.58 0.36
H 4.391993 0.940511 -0.702455 -1.31 -0.54 -0.16
H -1.850484 -2.697537 0.142673 0.74 0.60 0.33
H 2.102084 -1.737195 -0.256224 0.27 -0.71 0.10
H 2.230424 1.902366 -0.604697 -0.82 -1.40 0.26



Number 1: M 138.19 g mol⁻¹. Number 2: M 138.19 g mol⁻¹. Number 3: M 152.20 g mol⁻¹.